Density functional theory data (ωB97M-V/def2-TZVPD) for a structure of composition C24H51AsBrCoN5PS2Si3.

ΔE to the lowest compared entry with this formula, charge and spin in kcal/mol: 6.6
Multiplicity: 5
Highest occupied orbital energy (spin up / spin down) in eV: -18.8 / -18.9
Charge: +4
E_LUMO (spin up / spin down) in eV: -9.93 / -12.95
Gap between HOMO and LUMO (spin up / spin down) in eV: 8.914 / 5.991
Expectation value of S²: 6.013

Element x y z (Å)
Co1 -0.489 -0.303 -0.078
C1 4.607 -2.682 -0.441
C2 3.764 -1.490 -0.067
C3 4.307 -0.332 0.486
C4 3.496 0.754 0.802
C5 2.154 0.614 0.556
Br1 0.927 2.004 0.979
N1 1.587 -0.474 0.035
C6 2.395 -1.501 -0.278
H1 5.632 -2.562 -0.096
H2 4.635 -2.811 -1.525
H3 4.208 -3.601 -0.009
H4 5.375 -0.272 0.672
H5 3.902 1.669 1.215
H6 1.913 -2.364 -0.726
C7 -1.631 2.337 3.944
Si1 -0.985 0.751 4.567
C8 -1.811 0.094 6.034
C9 0.799 0.406 4.413
As1 -1.549 -0.861 2.073
Si2 -4.032 -0.587 2.059
C10 -4.608 -2.004 1.037
C11 -4.169 1.058 1.226
C12 -4.702 -0.673 3.767
Si3 -0.882 -3.113 2.918
C13 -1.390 -3.259 4.676
C14 0.934 -3.151 2.636
C15 -1.840 -4.214 1.796
H7 -1.152 3.115 4.560
H8 -2.710 2.415 4.093
H9 -1.382 2.537 2.904
H10 -1.496 0.773 6.848
H11 -1.488 -0.907 6.305
H12 -2.895 0.137 5.983
H13 1.319 1.209 4.961
H14 1.160 0.417 3.383
H15 1.055 -0.544 4.885
H16 -3.928 -2.256 0.217
H17 -5.584 -1.741 0.609
H18 -4.748 -2.883 1.671
H19 -3.781 0.967 0.204
H20 -3.599 1.824 1.757
H21 -5.214 1.384 1.169
H22 -4.201 -1.440 4.360
H23 -5.759 -0.956 3.697
H24 -4.657 0.284 4.292
H25 -0.623 -2.873 5.353
H26 -1.518 -4.324 4.905
H27 -2.341 -2.768 4.882
H28 1.460 -2.426 3.262
H29 1.170 -2.953 1.587
H30 1.319 -4.148 2.886
H31 -2.893 -4.257 2.085
H32 -1.422 -5.224 1.901
H33 -1.767 -3.914 0.748
S1 -1.591 -2.018 -1.413
C16 -1.041 -3.586 -1.838
N2 -1.791 -4.432 -2.484
C17 -1.229 -5.754 -2.839
C18 0.218 -5.797 -2.309
S2 0.522 -4.191 -1.482
H34 -2.729 -4.180 -2.771
H35 -1.262 -5.879 -3.916
H36 -1.839 -6.531 -2.389
H37 0.948 -5.911 -3.104
H38 0.365 -6.585 -1.579
C19 -0.675 4.102 -3.508
N3 -2.085 3.696 -3.014
C20 -2.762 2.882 -4.143
N4 -1.951 1.768 -4.498
C21 -0.622 2.205 -4.941
N5 0.064 2.945 -3.877
C22 0.458 2.111 -2.749
P1 -1.041 1.343 -1.940
C23 -2.020 2.912 -1.733
C24 -1.892 0.723 -3.479
H39 -0.199 4.663 -2.708
H40 -0.834 4.752 -4.366
H41 -2.633 4.543 -2.848
H42 -2.879 3.568 -4.979
H43 -3.740 2.580 -3.778
H44 -0.727 2.847 -5.814
H45 -0.030 1.338 -5.225
H46 0.994 2.709 -2.013
H47 1.130 1.322 -3.087
H48 -1.559 3.540 -0.971
H49 -3.035 2.684 -1.415
H50 -2.892 0.373 -3.228
H51 -1.340 -0.133 -3.862